# 1
{
  "formula": "C34H39N3OsP2STe4",
  "method": "ωB97M-V with the def2-TZVPD basis set",
  "elements": ["Os", "Te", "Te", "Te", "Te", "C", "S", "C", "C", "C", "N", "P", "C", "C", "C", "C", "C", "C", "C", "C", "C", "C", "C", "C", "P", "C", "C", "C", "C", "C", "C", "C", "C", "C", "C", "C", "C", "H", "H", "H", "H", "H", "H", "H", "H", "H", "H", "H", "H", "H", "H", "H", "H", "H", "H", "H", "H", "H", "H", "H", "H", "H", "H", "H", "H", "H", "N", "C", "N", "C", "C", "C", "C", "C", "H", "H", "H", "H", "H", "H", "H", "H", "H", "H"],
  "positions_angstrom": [[0.35, -0.44, -1.38], [2.65, 0.82, -1.00], [4.38, -0.70, -2.45], [2.67, -2.06, -4.27], [0.55, -2.75, -2.63], [-1.14, -2.54, 5.98], [-1.88, -0.95, 5.54], [-0.48, 0.17, 5.31], [-0.21, 0.54, 3.88], [0.02, -0.73, 3.03], [0.23, -0.48, 1.63], [1.12, -1.57, 0.51], [0.67, -3.26, 0.87], [1.48, -4.04, 1.71], [1.18, -5.37, 1.91], [0.08, -5.97, 1.29], [-0.69, -5.21, 0.42], [-0.46, -3.81, 0.32], [2.87, -1.63, 0.87], [3.64, -2.57, 0.18], [5.03, -2.65, 0.40], [5.60, -1.98, 1.51], [4.85, -0.99, 2.14], [3.54, -0.77, 1.80], [-0.84, 0.25, 0.42], [-2.52, -0.34, 0.60], [-3.02, -1.22, -0.36], [-4.22, -1.83, -0.14], [-5.05, -1.43, 0.95], [-4.59, -0.43, 1.80], [-3.32, 0.09, 1.63], [-1.01, 2.08, 0.51], [0.08, 2.87, 0.87], [0.06, 4.25, 0.59], [-1.10, 4.83, 0.07], [-2.20, 4.04, -0.27], [-2.14, 2.67, -0.10], [-1.89, -3.34, 5.81], [-0.92, -2.51, 7.05], [-0.25, -2.77, 5.37], [0.40, -0.30, 5.85], [-0.75, 1.05, 5.92], [0.70, 1.17, 3.75], [-0.99, 1.14, 3.41], [-0.81, -1.45, 3.19], [0.96, -1.20, 3.42], [2.38, -3.60, 2.13], [1.88, -5.89, 2.51], [-0.23, -6.98, 1.47], [-1.48, -5.68, -0.19], [-1.11, -3.12, -0.26], [3.16, -3.24, -0.59], [5.71, -3.21, -0.24], [6.65, -2.18, 1.81], [5.28, -0.45, 2.96], [2.99, 0.06, 2.23], [-2.40, -1.55, -1.20], [-4.64, -2.59, -0.79], [-6.05, -1.85, 1.17], [-5.14, -0.14, 2.68], [-2.91, 0.86, 2.28], [0.95, 2.38, 1.33], [0.89, 4.90, 0.85], [-1.08, 5.95, -0.01], [-3.12, 4.50, -0.69], [-2.99, 2.03, -0.42], [-0.23, 0.74, -2.90], [-0.47, 1.57, -3.72], [-0.66, 2.37, -4.72], [-1.47, 3.61, -4.76], [-0.57, 4.84, -4.98], [0.60, 4.66, -5.94], [1.24, 3.24, -5.99], [0.17, 2.16, -5.96], [-2.02, 3.69, -3.80], [-2.16, 3.48, -5.60], [-0.16, 5.14, -3.96], [-1.18, 5.72, -5.25], [1.40, 5.38, -5.65], [0.35, 4.99, -6.96], [1.93, 3.04, -5.17], [1.83, 3.13, -6.91], [0.55, 1.12, -5.87], [-0.55, 2.23, -6.80]],
  "lowdin_spin": [1.369, 0.734, 0.250, 0.279, 0.756, 0.000, 0.000, 0.000, 0.000, 0.001, 0.003, 0.029, 0.014, -0.001, 0.004, -0.001, 0.005, 0.017, 0.026, 0.001, 0.022, 0.017, 0.011, 0.044, 0.100, 0.019, 0.025, 0.002, 0.001, 0.001, 0.002, 0.025, 0.018, -0.002, 0.014, 0.000, 0.010, 0.000, 0.000, 0.000, 0.000, 0.000, 0.000, 0.000, 0.000, 0.000, 0.000, 0.000, 0.000, 0.000, 0.004, 0.008, 0.000, 0.001, 0.000, 0.002, 0.023, 0.000, 0.000, 0.000, 0.000, 0.000, 0.000, 0.001, 0.000, 0.000, 0.067, 0.058, 0.027, 0.004, 0.001, 0.000, 0.001, 0.005, 0.000, 0.001, 0.000, 0.000, 0.000, 0.000, 0.000, 0.000, 0.001, 0.001],
  "multiplicity": 5,
  "gap_ev": [6.086, 4.474],
  "energy_ev": -101400.8719,
  "charge": 2
}

# 2
{
  "formula": "C34H39N5O15P3",
  "method": "ωB97M-V with the def2-TZVPD basis set",
  "elements": ["C", "C", "C", "O", "P", "O", "C", "P", "P", "O", "O", "O", "H", "H", "H", "H", "H", "H", "H", "H", "H", "H", "H", "H", "H", "H", "C", "C", "C", "C", "C", "C", "N", "O", "O", "H", "H", "H", "H", "H", "C", "C", "C", "C", "C", "C", "N", "O", "O", "H", "H", "H", "H", "H", "C", "C", "C", "C", "C", "C", "N", "O", "O", "H", "H", "H", "H", "H", "C", "C", "C", "C", "C", "C", "N", "O", "O", "H", "H", "H", "H", "H", "C", "C", "C", "C", "C", "C", "N", "O", "O", "H", "H", "H", "H", "H"],
  "positions_angstrom": [[3.55, 0.16, 1.57], [2.22, -0.28, 2.22], [1.83, -1.63, 1.60], [2.88, -2.54, 1.74], [2.22, -4.08, 1.12], [0.72, -3.71, 1.97], [0.51, -2.32, 2.06], [-0.72, -1.70, 0.79], [-2.70, -1.72, 1.68], [-2.70, -2.17, 3.10], [-3.74, -2.55, 0.75], [-3.32, -0.21, 1.62], [3.48, -0.14, 0.52], [3.68, 1.24, 1.57], [4.40, -0.38, 2.00], [1.46, 0.47, 1.94], [2.29, -0.30, 3.31], [1.70, -1.38, 0.53], [3.50, -4.27, 0.42], [2.77, -4.81, 2.24], [1.78, -5.35, 0.56], [1.77, -3.44, -0.10], [0.25, -2.11, 3.10], [-0.44, -0.32, 0.63], [-3.74, -3.49, 0.98], [-3.95, -0.14, 0.89], [-1.82, 3.05, -4.69], [-1.10, 2.00, -4.15], [-1.63, 1.25, -3.12], [-2.90, 1.56, -2.65], [-3.64, 2.60, -3.18], [-3.09, 3.35, -4.21], [-3.48, 0.73, -1.59], [-2.79, -0.16, -1.14], [-4.61, 0.99, -1.21], [-1.40, 3.63, -5.50], [-0.11, 1.77, -4.53], [-1.07, 0.43, -2.69], [-4.62, 2.83, -2.81], [-3.65, 4.17, -4.63], [-3.33, 8.33, -8.10], [-3.90, 7.79, -6.95], [-3.11, 7.16, -6.01], [-1.75, 7.08, -6.22], [-1.16, 7.61, -7.35], [-1.96, 8.23, -8.30], [-0.90, 6.43, -5.21], [-1.46, 5.95, -4.24], [0.30, 6.40, -5.41], [-3.95, 8.82, -8.83], [-4.97, 7.86, -6.80], [-3.56, 6.74, -5.12], [-0.09, 7.53, -7.50], [-1.51, 8.65, -9.19], [-3.71, -8.77, 4.70], [-4.62, -8.64, 3.65], [-4.43, -7.65, 2.70], [-3.33, -6.82, 2.81], [-2.42, -6.93, 3.84], [-2.62, -7.92, 4.79], [-3.11, -5.78, 1.80], [-3.93, -5.67, 0.90], [-2.12, -5.09, 1.92], [-3.86, -9.55, 5.44], [-5.47, -9.30, 3.58], [-5.13, -7.53, 1.88], [-1.57, -6.27, 3.91], [-1.92, -8.03, 5.61], [2.52, -2.58, 5.69], [3.67, -1.81, 5.67], [4.35, -1.53, 6.85], [3.86, -2.05, 8.04], [2.71, -2.82, 8.08], [2.04, -3.08, 6.89], [4.59, -1.79, 9.28], [5.58, -1.09, 9.23], [4.16, -2.28, 10.31], [2.00, -2.80, 4.76], [4.04, -1.41, 4.73], [5.24, -0.92, 6.83], [2.34, -3.21, 9.01], [1.14, -3.68, 6.91], [3.90, 5.00, -4.46], [4.82, 4.00, -4.19], [4.46, 2.92, -3.40], [3.17, 2.86, -2.89], [2.24, 3.86, -3.15], [2.61, 4.93, -3.94], [2.78, 1.71, -2.07], [3.62, 0.87, -1.83], [1.63, 1.67, -1.67], [4.18, 5.84, -5.08], [5.82, 4.05, -4.59], [5.17, 2.14, -3.18], [1.25, 3.80, -2.74], [1.90, 5.72, -4.15]],
  "lowdin_charge": [-0.105, -0.198, -0.550, -0.336, 0.387, -0.403, -0.584, 0.907, 0.279, -0.354, -0.193, -0.208, 0.051, 0.062, 0.063, 0.093, 0.091, 0.077, -0.065, -0.045, -0.069, -0.018, 0.100, -0.068, 0.018, 0.025, -0.083, -0.058, 0.014, -0.134, 0.001, -0.077, -0.325, 0.047, 0.075, 0.098, 0.110, 0.125, 0.117, 0.094, -0.070, -0.062, -0.002, -0.142, -0.001, -0.064, -0.328, 0.080, 0.063, 0.107, 0.109, 0.116, 0.119, 0.108, -0.082, -0.077, -0.006, -0.135, 0.016, -0.064, -0.328, 0.055, 0.107, 0.101, 0.102, 0.116, 0.130, 0.107, -0.038, -0.049, -0.004, -0.161, -0.013, -0.057, -0.358, 0.061, 0.058, 0.107, 0.105, 0.115, 0.113, 0.108, -0.074, -0.073, -0.005, -0.144, 0.001, -0.065, -0.340, 0.091, 0.069, 0.103, 0.104, 0.119, 0.117, 0.074],
  "multiplicity": 1,
  "gap_ev": 3.962,
  "energy_ev": -101908.0993,
  "charge": -1,
  "relative_energy_kcal_mol": 0.0
}